No. 1
The following is a DFT calculation (ωB97M-V with the def2-TZVPD basis set) of a 2-piece molecular cluster, C5H13NO overall at a distorted geometry.

For the energy above the lowest of the compared OMol25 structures with the same formula, charge and spin, the calculation gives 24.09 kcal/mol. The frontier orbital gap comes out at 0.358 hartree. The lowest unoccupied orbital energy is 0.032 Eh. The SMILES is CCC(C)=O.CN. As for the highest occupied orbital energy: -8.88 eV.

Last column: Löwdin charge in e.
CARTESIAN COORDINATES (ANGSTROEM)
C1 2.192 -0.088 0.507  -0.1004
C2 1.280 0.899 -0.209  -0.1868
C3 -0.139 0.996 0.464  -0.4790
C4 -0.975 2.132 -0.077  -0.0280
O1 -0.401 0.418 1.488  0.0667
H1 2.301 0.192 1.552  0.0778
H2 3.176 -0.114 0.044  0.0715
H3 1.764 -1.087 0.479  0.0644
H4 1.713 1.902 -0.187  0.1124
H5 1.174 0.640 -1.267  0.1062
H6 -1.997 2.047 0.285  0.0831
H7 -0.562 3.074 0.279  0.0885
H8 -0.952 2.150 -1.164  0.0801
C5 -1.063 -2.353 -0.036  -0.1999
N1 -1.527 -1.304 -0.931  -0.0577
H9 -0.299 -2.936 -0.550  0.0676
H10 -0.643 -1.977 0.905  0.0505
H11 -1.896 -3.006 0.224  0.0690
H12 -2.394 -0.900 -0.593  0.0666
H13 -0.752 -0.686 -1.213  0.0474

=====

No. 2
The following is a DFT calculation (ωB97M-V with the def2-TZVPD basis set) of one molecule with the formula C7H17N at a distorted geometry.

For the energy above the lowest of the compared OMol25 structures with the same formula, charge and spin, the calculation gives 74.52 kcal/mol. The frontier orbital gap comes out at 0.351 hartree. The lowest unoccupied orbital energy is 0.040 Eh. The SMILES is CCCCCN(C)C. As for the highest occupied orbital energy: -8.47 eV.

Last column: Löwdin charge in e.
CARTESIAN COORDINATES (ANGSTROEM)
C1 -2.538 -1.558 -1.833  -0.1333
C2 -1.166 -0.836 -1.839  -0.2777
C3 -1.221 0.281 -0.773  -0.2672
C4 -0.923 -0.206 0.622  -0.2202
C5 0.618 -0.329 0.929  -0.2122
N1 1.358 0.950 0.837  -0.2289
C6 1.553 1.353 2.232  -0.1288
C7 2.532 0.949 0.031  -0.1303
H1 -3.059 -1.514 -0.951  0.0095
H2 -3.310 -1.111 -2.685  0.1264
H3 -2.202 -2.634 -2.092  0.0869
H4 -0.377 -1.546 -1.532  0.0936
H5 -0.893 -0.414 -2.880  0.1257
H6 -0.477 1.024 -1.203  0.1057
H7 -2.217 0.926 -0.557  0.1519
H8 -1.378 0.385 1.459  0.1137
H9 -1.393 -1.204 0.688  0.1081
H10 0.832 -1.187 0.327  0.0898
H11 0.726 -0.767 1.971  0.1115
H12 0.864 2.265 2.691  0.1311
H13 2.507 1.781 2.460  0.0492
H14 1.523 0.568 2.967  0.0512
H15 2.957 -0.029 -0.200  0.0690
H16 3.372 1.596 0.371  0.0880
H17 2.315 1.255 -1.041  0.0873

=====

No. 3
The following is a DFT calculation (ωB97M-V with the def2-TZVPD basis set) of C33H63B2F4GeN11O2STa as an isolated structure.

The frontier orbital gap comes out at 0.211 hartree. The lowest unoccupied orbital energy is -0.177 Eh. The charge is +1. As for the highest occupied orbital energy: -10.58 eV.

Last column: Löwdin charge in e.
CARTESIAN COORDINATES (ANGSTROEM)
Ta1 0.328 -0.080 0.100  2.1618
C1 0.327 4.466 2.191  -0.0470
C2 0.015 3.257 3.081  -0.3685
C3 -0.291 3.726 4.502  -0.0612
C4 -1.115 2.479 2.484  -0.2653
C5 -2.364 2.396 3.085  0.0063
C6 -3.135 1.665 2.216  -0.0479
N1 -2.385 1.329 1.170  -0.0374
N2 -1.110 1.796 1.299  0.0200
B1 -2.983 1.068 -0.210  -0.5801
N3 -2.691 -0.375 -0.661  -0.0338
C7 -3.651 -1.095 -1.232  -0.0564
C8 -3.117 -1.804 -2.281  0.0034
C9 -1.776 -1.433 -2.343  -0.2891
N4 -1.475 -0.614 -1.289  -0.0152
C10 -0.973 -1.673 -3.581  -0.4129
C11 -1.305 -3.002 -4.251  -0.0632
C12 -1.266 -0.503 -4.533  -0.0267
N5 -2.378 2.039 -1.209  -0.0321
C13 -3.081 2.844 -2.023  -0.0484
C14 -2.204 3.447 -2.887  -0.0002
C15 -0.945 2.929 -2.536  -0.2719
N6 -1.056 2.097 -1.499  0.0867
C16 0.331 3.285 -3.247  -0.3765
C17 0.240 2.996 -4.743  -0.0399
C18 0.685 4.756 -3.002  -0.0502
H1 1.213 4.997 2.541  0.0868
H2 -0.513 5.161 2.222  0.0990
H3 0.469 4.182 1.150  0.0580
H4 0.867 2.580 3.157  0.1118
H5 -1.125 4.426 4.517  0.0858
H6 0.575 4.241 4.914  0.0884
H7 -0.530 2.893 5.163  0.0869
H8 -2.674 2.853 4.003  0.1128
H9 -4.182 1.423 2.226  0.1344
H10 -4.167 1.231 -0.156  0.1288
H11 -4.669 -0.978 -0.906  0.1398
H12 -3.645 -2.407 -2.993  0.1175
H13 0.075 -1.667 -3.343  0.0476
H14 -2.345 -3.045 -4.575  0.0764
H15 -1.106 -3.845 -3.590  0.0475
H16 -0.690 -3.123 -5.141  0.0935
H17 -2.312 -0.507 -4.843  0.0928
H18 -0.646 -0.591 -5.425  0.0958
H19 -1.059 0.453 -4.057  0.0526
H20 -4.150 2.913 -1.930  0.1231
H21 -2.427 4.147 -3.670  0.1097
H22 1.123 2.657 -2.842  0.0793
H23 -0.631 3.477 -5.186  0.0817
H24 0.175 1.926 -4.945  0.0638
H25 1.125 3.381 -5.248  0.0868
H26 -0.029 5.414 -3.498  0.0853
H27 1.674 4.983 -3.400  0.0842
H28 0.674 5.005 -1.941  0.0718
O1 1.121 -2.087 0.908  -0.3461
N7 2.232 -1.704 1.315  -0.0658
O2 2.322 -0.465 1.143  -0.2613
C19 -3.408 -6.445 -1.081  -0.0698
C20 -2.606 -5.600 -0.104  -0.2317
N8 -1.704 -4.673 -0.773  0.0230
C21 -0.368 -4.617 -0.749  -0.7490
S1 0.453 -3.264 -1.371  0.8534
N9 0.361 -5.637 -0.235  -0.0022
C22 0.178 -7.054 -0.571  -0.2274
C23 1.065 -7.454 -1.737  -0.0681
H29 -4.056 -7.132 -0.540  0.0828
H30 -2.767 -7.025 -1.742  0.0701
H31 -4.041 -5.815 -1.707  0.0771
H32 -2.023 -6.206 0.589  0.1155
H33 -3.285 -4.996 0.504  0.1038
H34 -2.133 -3.917 -1.291  0.0926
H35 1.336 -5.368 -0.187  0.1129
H36 -0.865 -7.225 -0.815  0.0814
H37 0.406 -7.645 0.318  0.1220
H38 0.852 -6.844 -2.615  0.0800
H39 0.900 -8.499 -1.994  0.0799
H40 2.120 -7.335 -1.490  0.0797
F1 2.037 -1.279 -3.365  0.2157
B2 1.970 -0.224 -2.538  -1.2366
F2 2.962 0.661 -2.775  0.2055
F3 1.982 -0.749 -1.093  -0.1057
F4 0.719 0.421 -2.411  0.0659
C24 3.968 1.250 -0.118  -0.1198
C25 5.006 2.402 -0.138  -0.1286
N10 4.455 3.624 0.425  -0.1464
C26 3.370 4.075 -0.436  -0.1320
C27 2.344 2.936 -0.662  -0.1531
N11 2.615 1.791 0.232  -0.1331
C28 2.737 2.304 1.608  -0.1558
C29 3.912 3.305 1.732  -0.1311
H41 4.242 0.513 0.630  0.1162
H42 3.921 0.772 -1.081  0.0948
H43 5.338 2.606 -1.157  0.1278
H44 5.880 2.113 0.447  0.1248
H45 3.793 4.386 -1.391  0.1240
H46 2.895 4.947 0.017  0.1217
H47 2.416 2.556 -1.675  0.0908
H48 1.324 3.272 -0.479  0.0867
H49 2.858 1.459 2.283  0.1193
H50 1.815 2.816 1.818  0.0456
H51 4.710 2.897 2.355  0.1262
H52 3.562 4.227 2.201  0.1170
C30 -1.972 -1.277 4.518  -0.1956
Ge1 -1.336 -1.987 2.815  0.8008
C31 -2.889 -2.347 1.700  -0.2015
C32 -0.328 -3.622 3.126  -0.1966
C33 -0.140 -0.500 2.151  -0.3595
H53 -2.664 -1.990 4.964  0.0294
H54 -2.492 -0.333 4.376  0.0062
H55 -1.150 -1.121 5.213  0.0302
H56 -3.454 -3.149 2.175  0.0322
H57 -2.607 -2.655 0.699  -0.0111
H58 -3.531 -1.472 1.625  0.0163
H59 -0.877 -4.220 3.854  0.0300
H60 0.660 -3.414 3.531  0.0283
H61 -0.211 -4.200 2.212  -0.0004
H62 0.777 -0.724 2.671  0.0192
H63 -0.589 0.332 2.661  -0.0167

=====

No. 4
The following is a DFT calculation (ωB97M-V with the def2-TZVPD basis set) of C21H28IN3SiTi as an isolated structure at a distorted geometry.

The spin multiplicity is 3. For the energy above the lowest of the compared OMol25 structures with the same formula, charge and spin, the calculation gives 0.00 kcal/mol. The frontier orbital gap (spin up / spin down) comes out at 0.224 / 0.153 hartree. The lowest unoccupied orbital energy (spin up / spin down) is -0.025 / -0.106 Eh. As for the expectation value of S²: 2.012. As for the highest occupied orbital energy (spin up / spin down): -6.77 / -7.05 eV.

Last column: Löwdin charge in e.
CARTESIAN COORDINATES (ANGSTROEM)
C1 0.010 2.904 0.666  -0.2550
C2 2.753 1.339 -1.233  -0.2964
H1 0.559 3.825 0.407  -0.0266
H2 0.444 2.545 1.618  0.0031
H3 -1.025 3.184 0.869  -0.0003
H4 2.964 1.112 -2.280  0.0035
H5 3.123 2.361 -1.041  -0.0240
H6 3.280 0.655 -0.551  0.0059
C3 -2.259 1.996 -1.212  -0.1319
C4 -3.497 1.816 -1.807  -0.0331
C5 -3.632 0.864 -2.816  -0.0407
C6 -2.530 0.096 -3.164  -0.0040
H7 -2.101 2.784 -0.484  0.0834
H8 -4.315 2.446 -1.468  0.1144
H9 -4.582 0.718 -3.321  0.1139
H10 -2.576 -0.646 -3.956  0.1079
N1 -1.197 1.220 -1.513  -0.0170
C7 -1.327 0.239 -2.458  -0.2096
C8 -0.235 -0.743 -2.587  -0.1982
N2 0.926 -0.470 -1.941  0.0593
C9 1.927 -1.370 -2.006  -0.1163
C10 0.615 -2.900 -3.320  -0.0430
C11 1.818 -2.583 -2.689  -0.0325
H11 2.867 -1.106 -1.521  0.0950
H12 2.678 -3.251 -2.704  0.1117
C12 -0.423 -1.976 -3.254  -0.0051
H13 -1.393 -2.181 -3.699  0.1050
H14 0.482 -3.839 -3.855  0.1140
Ti1 0.774 1.535 -0.630  0.4133
I1 0.943 3.485 -2.430  0.4468
C13 -2.257 -1.510 0.151  -0.1574
Si1 -1.248 -0.644 1.477  0.4076
C14 -2.304 0.650 2.295  -0.1636
C15 -0.819 -2.030 2.655  -0.1696
N3 0.268 0.090 0.900  -0.1695
C16 1.329 -0.021 1.809  -0.4107
C17 2.475 -0.774 1.461  -0.0652
C18 3.581 -0.798 2.306  -0.0897
C19 3.541 -0.119 3.530  -0.1053
C20 2.374 0.542 3.936  -0.0885
C21 1.260 0.571 3.104  -0.0629
H15 -2.762 -2.360 0.641  0.0355
H16 -1.646 -1.912 -0.669  0.0204
H17 -3.039 -0.868 -0.276  0.0235
H18 -3.275 0.193 2.526  0.0350
H19 -1.870 1.003 3.237  0.0276
H20 -2.481 1.515 1.650  0.0107
H21 -0.072 -2.706 2.218  0.0414
H22 -0.429 -1.669 3.614  0.0316
H23 -1.727 -2.616 2.854  0.0299
H24 2.465 -1.294 0.500  0.0831
H25 4.474 -1.336 1.986  0.1008
H26 4.420 -0.110 4.175  0.0945
H27 2.325 1.051 4.901  0.1023
H28 0.342 1.090 3.399  0.0953